[1]
Formula: C34H85N17O10
Source: the Open Molecules 2025 dataset
Level of theory: ωB97M-V/def2-TZVPD

As for the charge: 0. As for the HOMO-LUMO gap: 0.3228 Ha. The HOMO energy is -8.597 eV.

Cartesian coordinates (Å):
N (16.36872, 14.35854, 8.35864)
C (8.03511, 17.33014, 16.01711)
H (16.41678, 17.67126, 10.59213)
C (18.77044, 21.47282, 11.91727)
H (11.93880, 12.59269, 15.86103)
C (13.88020, 14.58915, 16.22558)
C (14.69822, 15.62996, 16.89695)
O (10.46201, 17.06969, 13.12288)
N (13.90934, 15.61316, 12.99115)
H (15.18197, 13.26318, 19.80992)
H (17.74424, 12.01648, 11.02497)
H (15.76139, 9.23858, 9.52968)
H (16.70979, 15.76017, 17.70040)
H (14.19805, 15.89825, 17.84843)
H (18.14645, 14.07010, 17.95653)
H (13.90451, 14.74553, 12.41822)
O (17.19444, 16.48780, 8.81689)
H (8.26866, 18.74181, 17.72727)
O (19.76284, 20.80633, 11.51844)
H (14.72994, 20.02587, 8.75654)
H (16.75527, 14.12549, 19.99616)
H (17.75594, 11.10069, 9.48892)
H (7.19716, 17.91081, 15.54572)
H (15.48054, 11.07789, 17.61212)
N (17.07622, 14.95086, 10.56343)
N (16.03367, 14.88129, 13.60760)
H (11.50683, 19.30610, 13.11974)
C (17.82320, 9.32090, 13.83628)
C (13.64983, 13.32042, 17.14286)
H (12.67545, 11.34500, 16.84431)
C (12.54661, 12.31925, 12.82205)
H (7.73859, 16.43456, 16.55042)
N (9.61558, 17.68648, 14.12419)
H (11.44539, 10.70974, 13.49094)
C (7.81541, 16.15582, 13.84110)
N (15.87452, 18.28240, 11.23890)
C (16.31549, 9.41342, 13.48488)
H (15.05879, 19.10869, 13.81593)
H (15.84612, 19.24422, 15.96602)
H (9.87424, 17.05672, 12.33542)
H (13.25623, 16.32306, 12.73832)
N (18.82657, 22.78584, 12.15098)
H (16.05315, 14.67339, 7.47662)
H (14.75182, 11.44102, 12.11865)
H (18.95327, 10.53593, 11.98282)
C (18.48638, 9.60440, 11.56983)
H (14.13956, 14.42307, 15.17538)
N (14.95041, 20.15154, 13.88794)
N (16.21743, 10.34380, 12.33188)
H (13.16942, 12.64834, 19.09024)
H (11.83270, 20.27097, 14.60204)
H (16.96638, 15.13080, 13.31271)
H (13.24283, 14.50820, 18.98990)
H (15.94969, 9.87809, 15.54354)
C (16.42562, 8.86765, 10.31799)
H (17.31969, 8.39442, 9.79853)
H (17.33636, 19.93626, 11.93208)
N (11.61810, 13.21484, 13.17963)
C (8.79122, 16.68637, 14.82608)
O (14.90496, 10.48458, 11.90239)
H (9.57565, 17.62444, 17.53106)
H (16.79041, 20.58186, 16.37075)
C (9.62303, 15.50292, 15.48950)
H (17.60664, 12.94238, 16.53749)
H (19.64297, 23.26495, 11.82839)
H (19.71043, 8.49489, 12.90458)
H (16.09975, 18.82845, 8.78605)
C (15.64988, 8.05419, 13.31677)
O (15.12453, 11.70955, 18.22115)
H (7.26499, 17.00900, 13.50732)
H (13.60651, 12.08400, 15.51115)
H (16.89999, 21.39737, 12.76312)
C (17.17077, 11.31037, 10.37437)
H (10.52524, 15.35161, 15.01333)
C (15.12113, 15.95805, 13.51366)
O (18.45854, 16.34988, 12.37613)
H (17.84174, 8.79688, 14.78802)
N (18.99093, 17.90370, 10.80093)
H (19.41275, 18.77449, 10.65096)
H (15.45028, 7.56695, 14.27618)
H (7.13535, 15.44378, 14.28089)
C (16.05838, 15.13140, 17.11528)
N (12.23169, 11.01121, 12.93548)
H (10.75510, 12.89801, 13.48172)
H (18.74988, 17.27810, 10.05958)
C (18.61993, 8.60689, 12.69125)
H (12.28434, 17.54908, 14.52667)
O (15.34414, 17.11887, 13.88783)
C (12.89533, 12.26714, 16.26298)
H (11.44356, 16.96724, 15.95707)
O (16.12791, 22.00956, 14.70085)
C (15.60753, 10.21913, 14.55895)
N (15.37770, 19.35329, 9.23379)
H (15.92067, 8.07350, 10.89191)
H (17.97770, 23.28067, 12.26644)
H (15.90999, 11.28253, 14.44097)
O (14.12336, 19.82290, 11.03185)
H (16.54691, 14.93643, 16.17451)
H (14.51436, 10.12922, 14.47220)
C (8.83146, 18.19596, 16.95008)
C (9.61917, 19.19056, 16.05173)
C (10.49470, 18.57972, 14.89630)
H (8.92332, 19.88424, 15.61974)
C (11.04584, 19.72292, 14.03994)
H (19.03760, 18.23848, 13.94784)
H (14.61937, 20.60231, 13.07947)
C (18.91718, 17.42849, 12.08935)
N (19.40253, 18.25002, 13.04275)
O (13.63144, 12.68697, 12.41046)
C (11.67890, 17.84139, 15.43180)
H (12.97205, 10.37892, 12.85690)
H (9.78258, 15.77505, 16.54273)
H (12.85073, 14.97793, 16.10421)
C (15.78041, 20.85258, 14.74608)
H (17.63156, 15.57990, 11.16198)
H (8.35603, 15.72087, 12.98928)
H (14.66714, 8.18703, 12.85062)
H (16.21533, 7.37422, 12.71150)
H (15.27207, 14.93263, 19.54118)
H (17.66499, 12.37463, 18.25377)
H (15.84265, 13.55096, 8.70948)
H (14.77183, 16.49671, 16.29422)
H (12.27728, 18.46262, 16.03689)
C (16.06612, 13.77775, 17.91229)
H (15.43419, 17.90124, 12.03747)
N (17.55143, 20.91260, 12.19654)
H (8.98551, 14.57191, 15.49366)
H (10.35923, 20.46880, 13.82498)
H (18.97420, 9.39747, 10.61051)
H (19.73542, 19.17203, 12.68104)
C (15.06766, 19.18776, 10.49918)
H (18.24504, 7.57762, 12.48215)
C (17.47032, 13.22246, 17.62122)
C (16.91723, 15.36698, 9.26238)
H (16.18936, 11.73472, 10.04453)
N (16.34368, 20.05561, 15.66286)
H (10.40132, 19.70670, 16.66640)
H (16.96837, 13.96542, 10.85283)
H (11.93098, 14.15682, 13.31123)
H (18.12466, 10.32141, 14.07032)
H (11.89614, 13.57180, 18.51777)
N (15.09988, 12.85824, 17.34469)
C (15.83184, 14.01476, 19.39754)
C (17.06562, 10.02473, 11.14881)
H (15.59559, 14.04180, 13.31577)
C (12.98493, 13.53925, 18.53819)

Forces on atoms 1 to 3 (eV/Å):
N 0.8 0.5 2.4
C -0.8 0.0 -1.0
H -0.6 0.3 1.2

[2]
Formula: C7H11N2O
Source: the Open Molecules 2025 dataset
Level of theory: ωB97M-V/def2-TZVPD

As for the charge: +1. As for the HOMO-LUMO gap: 0.3475 Ha. The HOMO energy is -13.734 eV.

Cartesian coordinates (Å):
H (-2.18301, -1.95204, -0.72993)
N (-0.47865, 0.53762, -1.29113)
H (-0.10608, -2.53441, 0.01754)
H (0.40736, 0.12736, 2.61745)
C (-0.13186, -1.51449, 0.15123)
C (1.66668, 1.18556, -0.26973)
H (-3.06375, -0.68427, -1.03335)
C (1.35896, 0.12382, 0.83013)
C (0.65214, 1.12263, -1.25132)
H (-1.79864, -0.73325, 1.63794)
C (-0.94054, -0.55906, 0.96270)
H (1.73888, 2.25230, 0.04374)
H (2.32102, 0.01839, 1.50126)
H (-0.18680, 1.48643, 1.52807)
N (-2.13430, -1.10031, -1.19645)
H (-0.98013, 0.76614, -2.06985)
H (0.93199, 1.81525, -2.00549)
O (1.22034, -1.09584, 0.19065)
H (2.62353, 0.87838, -0.70088)
C (0.12439, 0.41818, 1.60078)
C (-1.04153, -0.55838, -0.53337)

Forces on atoms 1 to 3 (eV/Å):
H -0.8 -2.5 0.1
N 1.9 -0.7 1.6
H -0.8 -2.2 -0.2